Model P:
12
Properties=species:S:1:pos:R:3 method="wB97M-V/def2-TZVPD" e_homo_ev=-9.3 gap_ev=7.777 smiles="[H]/N=C/C(=S)C(C)=O" molar_mass_g_mol=115.2 charge=0
C 0.85003 -1.36235 -0.70930
C 1.63586 -0.29245 -0.16645
C 1.10090 1.10420 -0.32976
C -0.15383 1.39124 0.47599
N -0.41275 -1.24198 -0.89360
O 1.65697 1.96523 -1.06033
S 3.14692 -0.44516 0.34860
H 1.50462 -2.29543 -0.96222
H -0.59155 0.63784 1.22430
H -0.13475 2.29135 0.96512
H -1.11250 1.53227 -0.19542
H -0.82615 -2.16492 -1.24415


Model Q:
12
Properties=species:S:1:pos:R:3 method="wB97M-V/def2-TZVPD" e_homo_ev=-8.9 gap_ev=8.329 molar_mass_g_mol=115.2 charge=0
C -1.40262 0.45538 -0.55926
C -0.64277 -0.36445 -1.40472
C -0.50168 1.23907 0.06658
C 0.63574 -0.03935 -1.24663
N 0.27700 -1.66587 1.84016
O 0.73927 1.00378 -0.29235
S 1.28933 -0.71016 2.01361
H -2.56981 0.52089 -0.26490
H -1.15761 -1.12661 -2.09620
H -0.75418 2.01659 0.79548
H 1.58231 -0.21816 -1.66261
H 2.50502 -1.11111 2.81084


Most stable to least stable: model P, model Q


Model P:
12
Properties=species:S:1:pos:R:3 method="wB97M-V/def2-TZVPD" e_homo_ev=-8.2 gap_ev=8.502 smiles="C#C/C(=N/S)OC" molar_mass_g_mol=115.2 charge=0
C -1.97960 -0.43276 -1.25471
C 0.00892 0.19884 -0.19197
C -0.10896 1.56982 -0.70868
C -0.55202 2.57119 -1.18460
H -1.68833 0.09743 -2.18132
H -2.64434 -1.35128 -1.64516
H -2.59987 0.35834 -0.57292
H -0.09791 -1.74778 1.82300
H -0.64242 3.45813 -1.86556
N 1.02410 0.07213 0.55507
O -0.86984 -0.80626 -0.38940
S 1.45330 -1.14451 1.48196


Model Q:
12
Properties=species:S:1:pos:R:3 method="wB97M-V/def2-TZVPD" e_homo_ev=-9.7 gap_ev=9.761 smiles="C=CCOSC#N" molar_mass_g_mol=115.2 charge=0
C -0.21310 3.35078 0.18889
C 1.29306 0.22069 -0.31468
C -0.13662 0.23699 -0.31191
C -0.97030 -0.44601 0.49418
N -1.04140 3.86841 0.77585
O 1.59092 1.51841 0.30898
S 1.26169 2.89889 -0.49084
H 1.70586 -0.06726 -1.29486
H 1.67070 -0.43601 0.36836
H -0.58258 0.79957 -1.04851
H -2.12994 -0.39215 0.46879
H -0.43811 -1.08375 1.14311


Most stable to least stable: model Q, model P


Model P:
20
Properties=species:S:1:pos:R:3 method="wB97M-V/def2-TZVPD" e_homo_ev="-14.4 / -14.4" gap_ev="11.041 / 5.515" molar_mass_g_mol=111.1 charge=+1 multiplicity=2
C 1.84281 -0.34146 0.93719
N 0.68349 -0.88000 0.18573
C 0.24605 -0.14088 -1.07740
O -0.74109 0.89180 -1.01552
C 3.10659 0.31879 0.11336
H 1.73696 0.44866 1.60958
H 2.18634 -1.23962 1.62770
H 0.78177 -1.86000 -0.00251
H 1.22109 0.36879 -1.50545
H -0.28770 -0.91290 -1.73720
H -1.14859 0.93419 -0.15109
H 3.86656 0.80831 0.70873
H 3.55361 -0.21345 -0.76680
H 2.52420 1.21689 -0.34542
H -3.33258 1.97697 -0.41853
H -3.29817 2.00618 1.08429
O -3.54514 1.43908 0.36064
H -2.48796 -1.44658 -0.24343
H -3.83290 -1.37915 0.38402
O -3.07535 -1.99565 0.25213


Model Q:
20
Properties=species:S:1:pos:R:3 method="wB97M-V/def2-TZVPD" e_homo_ev="-14.8 / -14.8" gap_ev="10.628 / 6.670" molar_mass_g_mol=111.1 charge=+1 multiplicity=2
C 1.75961 1.37397 1.63533
C 0.81729 0.20524 1.38632
C 0.44673 -0.18433 0.18205
N -0.79030 -0.85017 -0.18595
H 1.27870 2.25782 2.15855
H 2.58294 1.02962 2.22348
H 2.35350 1.81721 0.80370
H 0.42326 -0.16568 2.41320
H 1.24873 -0.02664 -0.56031
H -0.50647 -1.79899 -0.54764
H -1.38916 -0.83094 0.57273
H -1.27135 1.10315 -0.89290
H -1.30546 2.12857 -1.92551
O -1.12416 2.05166 -1.00458
H -3.27762 -3.50998 0.23558
H -3.19351 -2.11550 0.79060
O -3.40757 -3.00094 1.07104
H 1.06175 0.27479 -3.04648
H 2.51020 0.44392 -2.72472
O 1.78289 -0.20278 -2.58449


Most stable to least stable: model Q, model P


Model P:
16
Properties=species:S:1:pos:R:3 method="wB97M-V/def2-TZVPD" e_homo_ev=-9.1 gap_ev=9.576 smiles=O[Si]1(O)CCCN1 molar_mass_g_mol=119.2 charge=0
C -0.86816 0.52364 -0.89794
C -0.03167 1.34405 0.18410
C -0.87714 -0.87950 -0.25668
N 1.16362 0.76540 0.69984
O 0.74221 -1.47533 2.21625
O 2.16268 -1.90315 0.09232
Si 0.96096 -0.99183 0.70215
H -1.85176 0.82642 -0.86774
H -0.42807 0.59028 -1.88711
H 0.24876 2.35353 -0.34291
H -0.68049 1.37123 1.08899
H -1.49349 -0.66885 0.64659
H -1.21599 -1.70828 -0.98964
H 2.00779 1.08987 0.28611
H 0.46042 -2.35523 2.39364
H 2.43362 -1.80346 -0.80625


Model Q:
16
Properties=species:S:1:pos:R:3 method="wB97M-V/def2-TZVPD" e_homo_ev=-9.4 gap_ev=9.874 molar_mass_g_mol=119.2 charge=0
C -1.51627 -0.40902 0.52108
C -1.29842 0.63790 -0.57247
C -0.19143 -0.63206 1.26127
N -0.03662 0.30736 -1.22004
O 2.46608 1.33898 0.59361
O 2.01142 -1.55401 -0.57193
Si 1.07934 -0.33522 -0.09325
H -2.31194 -0.09635 1.19779
H -1.81819 -1.34357 0.04570
H -2.10506 0.60814 -1.31082
H -1.26927 1.64249 -0.13229
H -0.06991 0.09335 2.06211
H -0.15029 -1.62326 1.70394
H 0.18832 0.90087 -2.00147
H 2.46665 1.96356 -0.12834
H 2.55560 -1.49915 -1.35489


Most stable to least stable: model P, model Q


Model P:
22
Properties=species:S:1:pos:R:3 method="wB97M-V/def2-TZVPD" e_homo_ev=-7.7 gap_ev=8.276 molar_mass_g_mol=132.2 charge=0
C -0.25666 -0.92916 2.31115
C 0.69171 -1.35886 1.46351
C 0.35028 1.39607 2.15210
C 1.43536 1.12860 1.48112
C -0.58155 0.38389 1.71036
C 0.87106 -0.05195 0.69039
C 0.02851 0.20265 -0.38328
C 0.03471 1.47822 -1.10719
C -0.52704 -1.23527 -2.39103
C -0.84037 -0.83839 -0.94690
H -0.63715 -1.37022 3.26467
H 1.32165 -2.26703 1.45291
H 0.08892 2.14178 2.78544
H 2.36295 1.53455 1.22353
H 0.75907 2.24083 -0.68341
H -1.09107 1.84909 -0.94305
H 0.18815 1.56176 -2.19943
H -0.64934 -0.25920 -3.01101
H -1.29403 -1.90997 -2.92080
H 0.36956 -1.56086 -2.80864
H -0.73331 -1.60577 -0.17840
H -1.89139 -0.53076 -0.96207


Model Q:
22
Properties=species:S:1:pos:R:3 method="wB97M-V/def2-TZVPD" e_homo_ev=-9.2 gap_ev=10.151 smiles=c1ccccc1.CC#CC molar_mass_g_mol=132.2 charge=0
C 0.96106 -0.95648 1.69348
C 0.49673 -1.85206 1.01257
C 1.51918 0.12058 2.51274
C -0.06208 -2.92927 0.19396
H 2.00619 -0.29440 3.41119
H 0.72117 0.81159 2.83258
H 2.26847 0.69041 1.93787
H 0.16922 -3.91034 0.64186
H -1.15773 -2.82565 0.12034
H 0.36342 -2.89779 -0.82317
C -1.22149 0.15120 -1.85656
C 0.08526 0.53546 -2.15960
C -1.91389 0.78604 -0.82475
C 0.69962 1.55453 -1.43082
C -1.29953 1.80511 -0.09597
C 0.00722 2.18936 -0.39900
H -1.70492 -0.65069 -2.43003
H 0.63010 0.03591 -2.97152
H -2.94215 0.48368 -0.58630
H 1.72788 1.85689 -1.66927
H -1.84437 2.30466 0.71596
H 0.49065 2.99126 0.17447


Most stable to least stable: model Q, model P


Model P:
19
Properties=species:S:1:pos:R:3 method="wB97M-V/def2-TZVPD" e_homo_ev=-8.2 gap_ev=9.242 molar_mass_g_mol=122.2 charge=0
C 1.38441 0.06853 -0.22920
C 0.78034 -0.11544 1.16517
C -0.00546 0.53417 0.06606
C 1.68583 -1.40225 0.16569
C -0.48369 1.94538 -0.05424
C -1.34953 0.77347 -0.59219
C -2.74524 0.26122 -0.15573
N 0.94137 -1.56921 1.24746
N 2.52561 -2.37807 -0.36283
H 2.10529 0.77526 -0.64332
H 1.14968 0.48060 2.07126
H -0.87108 2.26817 0.83403
H -0.15471 2.62834 -0.71929
H -1.26300 0.84310 -1.63385
H -2.75829 -0.28268 0.81992
H -3.04362 -0.46095 -0.96873
H -3.59009 0.97400 -0.04610
H 2.96632 -2.25843 -1.26250
H 2.72583 -3.08524 0.29841


Model Q:
19
Properties=species:S:1:pos:R:3 method="wB97M-V/def2-TZVPD" e_homo_ev=-8.7 gap_ev=9.347 molar_mass_g_mol=122.2 charge=0
C 2.90643 1.74756 -0.10449
C 2.09419 1.16738 -1.00850
C 1.10320 1.56517 0.93282
C -1.04063 0.94737 -1.86990
C -0.32516 0.57288 -0.75337
C -0.26695 -1.36615 1.44379
C -0.75453 -1.43528 0.07733
N 2.29531 2.02134 1.09905
N 0.90059 1.09197 -0.32038
H 3.91129 2.07552 -0.27130
H 2.20751 0.75051 -1.99346
H 0.36987 1.53532 1.71710
H -0.84904 1.73293 -2.54049
H -2.01276 0.45837 -2.03545
H -0.02957 -2.35451 1.73499
H -0.84752 -0.78685 2.25843
H 0.74442 -0.89165 1.25061
H 0.00905 -1.98631 -0.52581
H -1.72079 -1.43109 -0.18779


Most stable to least stable: model Q, model P